# 1
DFT (ωB97M-V/def2-TZVPD) results for a structure of composition C18H33BeCaCl3FN2O20P3S at a distorted geometry.

Values from the calculation:
- HOMO level: -3.82 eV
- Energy: -160935.0519 eV
- Total charge: -2
- HOMO-LUMO gap: 2.38 eV

Last column: Löwdin charge in e.
Element x y z (Å)
1 C 2.560 -3.118 3.291  -0.329
2 P 1.059 -3.386 2.149  0.867
3 C 0.027 -1.796 1.885  -0.313
4 C 1.608 -3.952 0.366  -0.419
5 C 2.682 -2.929 -0.326  -0.309
6 C 4.260 -3.294 -0.105  -0.292
7 S 4.447 -5.165 -0.344  0.820
8 O 4.078 -5.437 -1.842  -0.446
9 O 5.921 -5.661 -0.176  -0.286
10 O 3.354 -5.878 0.771  -0.248
11 C 2.004 -5.542 0.298  -0.243
12 H 2.508 -3.896 4.195  0.062
13 H 2.433 -2.052 3.813  0.065
14 H 3.607 -3.160 2.773  0.024
15 H 0.353 -1.155 0.938  0.058
16 H -1.111 -2.091 1.678  0.063
17 H 0.049 -1.132 2.864  0.070
18 H 0.606 -3.847 -0.276  0.136
19 H 2.516 -1.843 0.128  0.155
20 H 2.436 -2.827 -1.486  -0.049
21 H 4.721 -2.945 0.915  0.143
22 H 4.946 -2.797 -0.948  0.022
23 H 1.762 -5.999 -0.778  0.150
24 H 1.247 -6.103 1.031  0.151
25 F -1.975 -3.089 -0.912  0.022
26 C -2.631 -1.935 -1.094  -0.333
27 C -4.004 -1.888 -0.880  -0.056
28 C -4.687 -0.685 -1.064  -0.103
29 C -3.989 0.455 -1.470  -0.086
30 C -2.612 0.396 -1.687  -0.056
31 C -1.928 -0.803 -1.492  -0.016
32 H -4.530 -2.785 -0.573  0.107
33 H -5.759 -0.636 -0.893  0.101
34 H -4.523 1.392 -1.618  0.109
35 H -2.072 1.284 -2.007  0.073
36 H -0.856 -0.865 -1.647  0.104
37 Ca 3.725 -2.887 -2.505  1.292
38 C 0.192 4.308 -1.309  -0.053
39 C -0.460 3.002 -0.890  -0.781
40 O -1.660 3.095 -0.510  -0.081
41 O 0.287 1.987 -0.975  -0.135
42 H -0.503 5.148 -1.213  0.065
43 H 1.064 4.507 -0.679  0.061
44 H 0.514 4.244 -2.352  0.055
45 C -3.958 -2.539 -4.698  -1.536
46 Cl -4.703 -3.754 -5.751  0.508
47 Cl -2.266 -2.276 -5.153  0.510
48 Cl -4.864 -1.018 -4.763  0.535
49 H -3.984 -2.912 -3.670  0.002
50 N 8.040 -7.090 -2.340  -0.628
51 O 7.426 -8.135 -2.065  -0.050
52 O 8.005 -6.635 -3.495  -0.187
53 O 8.689 -6.501 -1.460  -0.025
54 Be 6.716 -7.609 -5.182  0.684
55 N 7.251 -11.311 -6.589  -0.659
56 O 6.160 -11.267 -7.180  -0.079
57 O 7.755 -10.271 -6.135  -0.146
58 O 7.839 -12.397 -6.452  -0.056
59 O -2.712 2.687 -3.831  -0.055
60 H -2.746 3.596 -4.165  0.046
61 H -3.622 2.369 -3.925  0.028
62 C -4.842 6.858 4.143  -0.162
63 O -4.235 7.094 2.885  -0.290
64 P -2.535 6.776 2.892  0.745
65 O -2.365 7.668 1.658  -0.285
66 O -2.803 5.223 2.399  -0.265
67 C -3.871 4.932 1.507  -0.122
68 O -0.834 6.458 2.898  -0.239
69 C -0.189 6.949 4.055  -0.171
70 H -5.914 7.049 4.058  0.082
71 H -4.687 5.820 4.449  0.077
72 H -4.415 7.532 4.890  0.055
73 H -4.104 5.766 0.842  0.089
74 H -4.751 4.662 2.092  0.073
75 H -3.593 4.067 0.897  0.072
76 H -0.599 6.460 4.941  0.077
77 H -0.328 8.031 4.130  0.058
78 H 0.879 6.728 3.986  0.080
79 O -1.042 10.323 6.487  -0.200
80 P -2.302 9.750 5.817  -0.088
81 O -2.635 8.382 6.436  -0.231
82 O -2.049 9.582 4.310  -0.191
83 O -3.481 10.711 6.035  -0.196

---

# 2
DFT (ωB97M-V/def2-TZVPD) results for the ion C5H13N2 with charge +1 at a distorted geometry.

Values from the calculation:
- HOMO level: -11.97 eV
- SMILES: CN/C=C/CC[NH3+]
- Energy: -8366.6267 eV
- Total charge: +1
- HOMO-LUMO gap: 8.32 eV

Last column: natural (NBO) charge in e.
Element x y z (Å)
1 C 1.537 1.626 -0.735  -0.225
2 C 1.021 0.346 -1.540  -0.444
3 C -0.171 -0.349 -0.974  -0.396
4 C -0.095 -0.887 0.308  0.060
5 N -0.888 -2.027 0.770  -0.606
6 C -1.576 -1.740 2.214  -0.424
7 N 0.310 2.405 -0.363  -0.681
8 H 2.085 1.431 0.185  0.226
9 H 2.198 2.168 -1.370  0.245
10 H 0.915 0.673 -2.583  0.230
11 H 1.703 -0.403 -1.746  0.250
12 H -0.736 -0.895 -1.727  0.232
13 H 0.430 -0.285 1.207  0.183
14 H -1.683 -2.351 0.242  0.390
15 H -1.418 -2.706 2.676  0.226
16 H -1.103 -0.957 2.749  0.192
17 H -2.693 -1.365 2.179  0.206
18 H -0.594 1.980 -0.242  0.462
19 H 0.232 3.344 -0.666  0.441
20 H 0.420 2.744 0.604  0.433

---

# 3
DFT (ωB97M-V/def2-TZVPD) results for the ion C3HN2O3 with charge -1 at a distorted geometry.

Values from the calculation:
- HOMO level: -2.84 eV
- SMILES: O=c1[nH]c([O-])c2n1O2
- Energy: -12247.5446 eV
- Total charge: -1
- HOMO-LUMO gap: 6.86 eV

Last column: natural (NBO) charge in e.
Element x y z (Å)
1 C -0.481 1.323 -0.604  0.595
2 C 0.491 1.814 -1.629  -0.136
3 C 1.367 -0.130 -0.667  0.745
4 N 0.090 0.042 -0.201  -0.676
5 N 1.632 0.907 -1.629  -0.280
6 O -1.595 1.734 -0.391  -0.612
7 O 2.024 -1.101 -0.340  -0.633
8 O 1.716 2.249 -1.086  -0.392
9 H -0.237 -0.362 0.666  0.390

---

# 4
DFT (ωB97M-V/def2-TZVPD) results for a structure of composition C16H20N6Ni2O6 at a distorted geometry.

Values from the calculation:
- HOMO level (spin up / spin down): -12.66 / -12.66 eV
- Energy: -120200.6190 eV
- 2S+1: 5
- Total charge: +2
- HOMO-LUMO gap (spin up / spin down): 6.25 / 3.21 eV

Last column: natural (NBO) charge in e.
Element x y z (Å)
1 Ni 24.686 29.303 -30.241  0.903
2 Ni 20.751 28.828 -28.639  0.958
3 N 22.724 26.927 -30.635  0.737
4 O 23.855 27.495 -30.756  -0.612
5 O 22.535 25.852 -31.192  -0.411
6 O 21.828 27.450 -29.930  -0.628
7 N 23.877 28.846 -27.433  0.737
8 O 24.835 28.998 -28.241  -0.593
9 O 24.105 28.558 -26.251  -0.453
10 O 22.711 28.995 -27.876  -0.619
11 N 27.786 26.460 -27.763  -0.533
12 C 28.572 25.822 -28.657  0.207
13 C 27.713 25.209 -29.604  -0.200
14 C 26.404 25.424 -29.240  -0.246
15 C 26.489 26.290 -28.126  0.204
16 H 28.067 26.972 -26.922  0.487
17 H 29.646 25.824 -28.569  0.258
18 H 28.020 24.558 -30.410  0.266
19 H 25.530 25.026 -29.723  0.262
20 H 25.699 26.772 -27.572  0.244
21 N 24.195 33.381 -29.469  -0.499
22 C 25.514 33.018 -29.496  -0.092
23 C 25.764 32.372 -28.308  -0.312
24 C 24.511 32.202 -27.636  -0.319
25 C 23.575 32.929 -28.347  -0.071
26 H 23.757 33.949 -30.173  0.421
27 H 26.122 33.368 -30.312  0.229
28 H 26.695 31.960 -27.955  0.221
29 H 24.335 31.696 -26.700  0.219
30 H 22.536 33.142 -28.163  0.219
31 N 26.981 28.620 -25.086  -0.507
32 C 27.973 27.754 -24.700  -0.117
33 C 29.159 28.167 -25.259  -0.323
34 C 28.834 29.192 -26.186  -0.324
35 C 27.502 29.480 -26.017  -0.066
36 H 26.043 28.579 -24.734  0.435
37 H 27.809 27.091 -23.865  0.230
38 H 30.153 27.806 -25.050  0.247
39 H 29.520 29.695 -26.847  0.239
40 H 26.914 30.277 -26.438  0.226
41 N 20.532 24.187 -27.828  -0.523
42 C 21.650 24.750 -28.310  0.206
43 C 22.254 25.510 -27.284  -0.197
44 C 21.372 25.503 -26.200  -0.246
45 C 20.314 24.669 -26.568  0.198
46 H 19.915 23.560 -28.327  0.466
47 H 21.949 24.587 -29.339  0.276
48 H 23.123 26.145 -27.281  0.260
49 H 21.551 26.045 -25.287  0.279
50 H 19.411 24.431 -26.026  0.259